Here is a cluster of 40 separate species, H80O40 in total at a distorted geometry from the OMol25 dataset. Energies are from ωB97M-V/def2-TZVPD.

The energy relative to the best compared isomer or geometry (same formula, charge and spin) comes out at 1063.45 kJ/mol. As for the LUMO energy: -0.0164 Eh. The spin multiplicity is 1. The HOMO energy is -10.06 eV.

Last column: Löwdin charge in e.
CARTESIAN COORDINATES (ANGSTROEM)
1 H 0.991 4.172 -1.060  0.036
2 H -0.448 4.751 -0.893  0.034
3 O 0.297 4.312 -0.393  -0.066
4 H 0.517 -2.442 -5.563  0.075
5 H -0.718 -2.698 -4.928  0.012
6 O -0.052 -2.014 -4.901  -0.071
7 H -0.814 3.634 1.454  0.053
8 H -2.198 3.326 0.780  0.106
9 O -1.746 3.800 1.493  -0.036
10 H -1.472 2.552 5.472  0.012
11 H -0.856 2.929 4.131  -0.009
12 O -0.665 2.867 5.070  -0.053
13 H -5.621 0.568 1.965  0.013
14 H -5.881 1.183 3.364  0.023
15 O -5.869 1.350 2.435  -0.023
16 H 0.081 -3.637 -2.122  0.045
17 O 0.371 -2.719 -1.953  -0.071
18 H 1.703 -0.204 1.993  -0.017
19 O 1.980 0.684 2.191  -0.086
20 H 0.951 -6.333 0.703  0.032
21 H 0.600 -5.277 -0.418  0.001
22 O 0.713 -6.218 -0.252  -0.088
23 H 5.665 0.000 -0.165  0.020
24 H 6.750 0.674 -0.902  0.059
25 O 6.053 -0.007 -1.063  -0.077
26 H 4.360 4.113 3.275  0.010
27 H 3.505 2.844 2.968  0.012
28 O 4.329 3.184 3.294  -0.026
29 H -2.367 -1.452 -1.569  0.021
30 H -1.384 -0.947 -0.362  -0.001
31 O -2.264 -1.236 -0.629  -0.079
32 H 0.599 1.193 -1.593  0.140
33 O 0.724 1.858 -2.382  -0.122
34 H 1.858 0.458 -2.919  0.003
35 H 1.132 -0.437 -3.749  0.063
36 O 1.720 -0.468 -2.973  -0.057
37 H -3.562 -4.818 -1.583  0.075
38 H -2.431 -5.040 -0.987  0.065
39 O -2.706 -4.363 -1.607  -0.049
40 H -2.105 2.832 -5.169  0.010
41 H -3.355 2.868 -4.418  0.013
42 O -3.090 3.034 -5.333  -0.124
43 H -0.165 2.219 -3.816  0.087
44 H -0.849 3.711 -3.823  0.021
45 O -1.012 2.805 -3.936  -0.096
46 H 1.847 -1.851 5.181  0.035
47 H 0.373 -1.644 5.469  0.085
48 O 1.000 -1.871 4.734  -0.052
49 H 4.340 -2.555 -0.055  0.084
50 H 4.109 -1.504 1.009  -0.022
51 O 3.852 -2.374 0.794  -0.057
52 H -0.355 -1.797 0.822  0.045
53 O 0.186 -1.027 0.604  -0.072
54 H 4.436 -1.425 3.938  0.011
55 H 4.340 -2.901 3.746  0.007
56 O 4.255 -2.251 4.420  -0.043
57 H -4.918 -3.191 1.344  0.034
58 O -4.490 -2.921 2.171  -0.058
59 H -2.653 5.256 -2.306  0.074
60 H -3.206 4.633 -1.028  0.046
61 O -2.410 5.013 -1.391  -0.034
62 H 2.346 -1.004 -1.609  0.014
63 H 2.008 -1.952 -0.622  0.003
64 O 2.501 -1.150 -0.641  -0.088
65 H -2.564 1.587 4.649  0.041
66 H -3.392 0.685 3.905  -0.022
67 O -2.775 0.552 4.630  -0.120
68 H -4.046 -0.760 2.756  0.008
69 H -2.631 -1.232 2.486  0.029
70 O -3.301 -0.646 2.185  -0.043
71 H -1.359 5.623 0.847  0.000
72 H -1.936 6.042 2.062  0.022
73 O -1.294 6.422 1.449  -0.085
74 H -2.175 0.636 -6.099  0.019
75 H -1.396 -0.807 -5.908  0.015
76 O -2.159 -0.311 -6.305  -0.087
77 H 4.404 0.342 -5.270  0.052
78 H 4.927 1.056 -3.965  0.039
79 O 4.356 1.171 -4.741  -0.070
80 H 3.209 3.567 -4.611  0.017
81 H 4.025 4.421 -3.525  0.036
82 O 3.182 4.056 -3.794  -0.050
83 H -2.598 -3.264 -3.448  0.038
84 H -3.212 -2.650 -4.754  0.081
85 O -2.387 -2.960 -4.353  -0.045
86 H 1.235 5.761 2.598  0.013
87 H 1.321 4.885 3.826  0.082
88 O 1.627 4.934 2.862  -0.075
89 H 1.629 -2.844 2.416  0.013
90 O 0.687 -2.846 2.390  -0.029
91 H -2.716 0.089 -4.076  0.083
92 H -1.566 -0.917 -3.880  0.021
93 O -1.794 0.049 -3.637  -0.115
94 H 1.100 -1.111 0.390  -0.035
95 H 0.694 -2.577 -2.912  0.046
96 H -4.824 -3.521 2.869  0.066
97 H 1.188 1.346 2.146  0.072
98 H 1.548 2.377 -2.031  0.111
99 H 0.323 -2.378 3.100  -0.025
100 O 2.052 -5.282 1.800  -0.059
101 H 2.880 -5.818 1.629  0.102
102 H 1.938 -4.619 1.150  -0.005
103 O -1.777 -4.360 4.692  -0.044
104 H -1.092 -4.258 5.315  -0.001
105 H -1.534 -3.685 4.020  0.035
106 O 5.107 0.349 2.803  -0.092
107 H 5.010 1.069 3.425  0.013
108 H 4.473 0.352 1.980  0.074
109 O 2.698 -2.990 -4.479  -0.054
110 H 3.517 -2.775 -3.999  0.054
111 H 3.078 -2.816 -5.352  0.045
112 O -2.684 2.904 3.645  -0.133
113 H -3.437 3.475 3.960  0.127
114 H -2.615 3.214 2.702  0.033
115 O -4.410 -2.564 -1.181  -0.137
116 H -4.188 -1.592 -0.847  0.097
117 H -3.732 -3.084 -0.740  -0.028
118 O -0.802 1.224 2.486  -0.044
119 H -1.605 0.670 2.725  0.054
120 H -1.165 2.081 2.589  -0.046


Here is a cluster of 40 separate species, H80O40 in total at a distorted geometry from the OMol25 dataset. Energies are from ωB97M-V/def2-TZVPD.

The energy relative to the best compared isomer or geometry (same formula, charge and spin) comes out at 1553.90 kJ/mol. As for the LUMO energy: -0.0289 Eh. The spin multiplicity is 1. The HOMO energy is -9.54 eV.

Last column: Löwdin charge in e.
CARTESIAN COORDINATES (ANGSTROEM)
1 H 6.362 -2.140 0.771  0.047
2 H 5.338 -2.408 -0.520  0.081
3 O 5.729 -1.778 0.151  -0.087
4 H 2.776 1.508 2.050  0.074
5 H 3.192 0.195 2.313  0.001
6 O 2.794 0.858 2.850  -0.076
7 H -2.663 -3.652 1.517  -0.006
8 H -2.781 -4.512 0.160  0.032
9 O -3.204 -4.264 1.022  -0.063
10 H -2.148 3.799 0.063  -0.018
11 H -3.578 3.944 0.879  0.059
12 O -2.662 3.590 0.833  -0.055
13 H -0.375 -4.974 0.750  0.000
14 H 1.014 -4.783 1.414  0.026
15 O 0.515 -4.770 0.663  0.017
16 H 2.833 -3.751 -4.021  0.061
17 O 2.132 -4.438 -3.799  -0.104
18 H 1.026 -1.587 0.072  0.118
19 O 1.445 -0.750 0.520  -0.036
20 H -5.088 2.193 2.350  0.113
21 H -6.270 1.313 2.050  -0.124
22 O -5.631 1.350 2.533  0.061
23 H 3.665 3.407 -1.392  -0.024
24 H 4.549 2.934 -2.697  0.037
25 O 4.480 3.074 -1.734  -0.044
26 H -2.847 0.322 1.530  -0.023
27 H -4.296 -0.155 1.811  0.089
28 O -3.592 0.063 1.102  -0.041
29 H -1.023 3.014 -2.680  0.002
30 H -1.460 3.588 -1.340  0.043
31 O -1.246 2.742 -1.802  -0.047
32 H 0.623 3.018 -4.877  0.101
33 O 0.277 2.574 -3.999  -0.120
34 H -2.703 -2.994 -0.979  0.105
35 H -2.074 -1.776 -1.483  0.012
36 O -3.020 -1.992 -1.243  -0.103
37 H -1.466 -4.856 -3.591  0.127
38 H -0.079 -3.964 -3.621  0.057
39 O -0.880 -4.196 -3.087  -0.077
40 H 2.288 3.915 -5.106  0.030
41 H 3.036 3.674 -3.844  -0.001
42 O 2.417 4.276 -4.232  -0.024
43 H -2.115 5.855 -2.582  0.063
44 H -3.325 5.723 -1.598  -0.097
45 O -2.634 6.204 -1.826  -0.005
46 H 0.296 -0.402 3.578  0.152
47 H 0.752 -0.678 2.013  -0.015
48 O 0.037 -0.418 2.553  -0.025
49 H 0.987 -2.012 5.082  0.001
50 H 2.424 -1.765 5.722  0.080
51 O 1.799 -1.558 4.983  -0.043
52 H -4.942 -2.070 -2.940  -0.060
53 O -5.599 -1.542 -3.219  0.004
54 H 3.149 -0.451 0.261  0.010
55 H 3.988 0.723 -0.382  -0.005
56 O 4.014 -0.002 0.183  -0.045
57 H 1.509 -3.146 -1.850  -0.055
58 O 0.972 -3.120 -1.160  0.033
59 H -3.525 1.197 -0.729  -0.044
60 H -3.048 1.423 -2.113  0.083
61 O -3.830 1.529 -1.510  -0.005
62 H -0.242 0.471 -1.373  0.058
63 H -1.543 0.209 -0.705  0.046
64 O -1.074 -0.028 -1.515  -0.049
65 H -0.891 4.038 3.311  0.065
66 H -0.831 5.532 3.755  -0.033
67 O -0.390 4.907 3.340  -0.015
68 H -4.525 -3.166 1.439  0.047
69 H -4.109 -1.794 1.134  0.037
70 O -4.585 -2.280 1.871  -0.107
71 H 4.654 -0.886 -3.923  0.102
72 H 3.378 -1.615 -3.095  0.075
73 O 3.608 -0.827 -3.761  -0.170
74 H 0.873 -1.347 -4.312  0.000
75 H 1.336 -1.990 -5.677  0.055
76 O 1.380 -2.057 -4.723  -0.076
77 H -1.344 -3.036 3.835  -0.073
78 H -2.059 -4.189 4.467  0.028
79 O -1.536 -3.433 4.704  -0.096
80 H -4.137 2.989 -1.039  0.003
81 H -5.178 4.146 -1.331  -0.022
82 O -4.333 3.959 -1.167  -0.045
83 H 6.112 0.236 -0.509  -0.021
84 H 6.392 0.133 -1.988  -0.016
85 O 6.782 0.286 -1.166  -0.025
86 H -0.839 -1.476 2.444  0.072
87 H -2.447 -1.882 2.322  0.084
88 O -1.528 -2.417 2.494  -0.220
89 H -0.173 2.026 2.398  0.000
90 O -1.047 2.116 2.758  -0.041
91 H 1.198 2.995 0.349  -0.023
92 H 1.739 2.359 1.386  0.004
93 O 1.900 2.495 0.477  0.041
94 H -5.574 -0.665 -2.879  0.018
95 H 2.478 -5.290 -3.430  0.076
96 H 0.739 -3.890 -0.727  -0.047
97 H 1.247 -0.058 -0.035  -0.005
98 H 1.122 2.162 -3.597  0.090
99 H -1.088 1.402 3.371  0.023
100 O -3.681 -1.727 4.406  -0.149
101 H -3.787 -2.076 3.454  0.000
102 H -2.730 -1.650 4.788  0.061
103 O 1.854 5.428 2.418  0.032
104 H 2.291 5.840 2.978  -0.085
105 H 0.903 5.600 2.207  0.079
106 O 4.656 -3.716 2.599  -0.194
107 H 4.853 -4.178 1.663  0.081
108 H 4.579 -2.687 2.227  0.102
109 O 1.361 2.156 4.082  -0.020
110 H 1.764 1.428 4.532  0.033
111 H 1.385 2.950 4.523  0.009
112 O 3.049 4.531 0.076  -0.066
113 H 2.467 4.664 0.842  0.005
114 H 3.690 5.200 0.184  0.034
115 O -0.836 -0.859 -4.356  -0.058
116 H -0.801 -0.044 -3.885  -0.003
117 H -1.255 -1.291 -3.530  0.082
118 O -1.296 -5.462 -0.926  -0.110
119 H -1.081 -6.397 -1.223  0.101
120 H -1.170 -4.945 -1.783  -0.016